The following is a DFT calculation (the ωB97M-V functional and the def2-TZVPD basis) of a cluster of 15 separate species, C29H88N2O15 in total.

Element x y z (Å)
1 C 0.83197 5.85817 0.35259
2 O 1.42947 6.31966 1.29722
3 N 0.39013 4.51569 0.36197
4 N 0.41953 6.65544 -0.70404
5 H 0.80197 3.92738 1.06674
6 H 0.10935 4.08346 -0.50372
7 H 0.41732 7.64178 -0.56779
8 H -0.11027 6.24287 -1.44143
9 C 4.62121 -3.53945 -3.97792
10 C 3.29387 -4.03927 -3.36701
11 C 3.25037 -3.82653 -1.87678
12 O 2.20599 -3.39091 -4.01661
13 H 5.52923 -3.99905 -3.58625
14 H 4.77477 -2.48758 -3.69807
15 H 4.61174 -3.58507 -5.06451
16 H 3.26483 -5.09514 -3.65024
17 H 4.01094 -4.37103 -1.32081
18 H 2.33960 -4.23912 -1.44373
19 H 3.30435 -2.77194 -1.60028
20 H 2.17107 -2.42056 -3.84500
21 C -0.62080 -0.69693 4.11555
22 C 0.84253 -0.46390 4.52519
23 C 0.98729 0.72152 5.46475
24 O 1.25217 -1.67348 5.12908
25 H -1.19506 -0.80983 5.04196
26 H -0.68207 -1.62484 3.55169
27 H -1.00707 0.12296 3.51229
28 H 1.44181 -0.28913 3.62246
29 H 2.02153 0.72951 5.81291
30 H 0.31038 0.66122 6.32347
31 H 0.73543 1.68312 5.02466
32 H 2.18962 -1.57881 5.30775
33 C -4.73477 -2.16917 2.20232
34 C -3.77175 -1.69309 1.10857
35 C -2.59622 -2.61116 0.93556
36 O -4.38064 -1.57208 -0.19987
37 H -5.70107 -1.66320 2.09156
38 H -4.29534 -1.86013 3.15378
39 H -4.92865 -3.24122 2.07242
40 H -3.39771 -0.70350 1.37639
41 H -1.92804 -2.67422 1.79463
42 H -1.88484 -2.23264 0.20899
43 H -2.78304 -3.65182 0.71422
44 H -5.18578 -1.04307 -0.07801
45 C -3.87726 2.03711 2.69351
46 C -2.56921 2.80337 2.59368
47 C -1.87644 2.97578 4.00793
48 O -1.72626 2.15826 1.60442
49 H -4.59926 2.42537 3.40504
50 H -3.83206 0.99174 3.01770
51 H -4.39185 2.04613 1.72468
52 H -2.79069 3.79789 2.20780
53 H -1.85068 2.03442 4.57228
54 H -2.45324 3.66695 4.62573
55 H -0.82182 3.20578 3.86046
56 H -0.81396 2.47184 1.67995
57 C -6.88317 2.22281 -1.72247
58 C -5.98756 1.05510 -1.41431
59 C -4.53710 1.38209 -1.44031
60 O -6.27545 0.52817 -0.05096
61 H -7.92624 1.91423 -1.61225
62 H -6.54892 2.57665 -2.69486
63 H -6.81202 3.06509 -1.02737
64 H -6.23293 0.16895 -1.99963
65 H -3.89952 0.52989 -1.24975
66 H -4.27496 2.17624 -0.73986
67 H -4.21130 1.76066 -2.42581
68 H -6.48198 1.24383 0.56493
69 C -0.14703 0.50167 -1.04759
70 C 1.03201 0.28608 -0.17913
71 C 0.80338 -0.95255 0.74201
72 O 2.24425 0.12698 -0.93252
73 H -0.35070 -0.34862 -1.69214
74 H -0.01666 1.33742 -1.75088
75 H -1.02713 0.80683 -0.50202
76 H 1.23981 1.08193 0.52335
77 H -0.05697 -0.87167 1.42368
78 H 1.66438 -1.15673 1.37812
79 H 0.59996 -1.86799 0.16789
80 H 1.98767 -0.46907 -1.65545
81 C 3.88111 -4.70693 1.69328
82 C 2.71211 -4.51778 2.63455
83 C 1.38555 -4.79494 1.97953
84 O 2.76900 -5.44524 3.75905
85 H 3.93412 -3.97458 0.88000
86 H 3.86215 -5.64787 1.15576
87 H 4.80920 -4.56177 2.24168
88 H 2.76063 -3.52492 3.08078
89 H 1.27597 -4.18707 1.08112
90 H 0.58673 -4.69461 2.70736
91 H 1.28334 -5.81948 1.62111
92 H 3.63399 -5.35980 4.17376
93 C 2.88125 2.63201 2.25276
94 O 1.60571 3.18278 2.58921
95 H 3.09059 1.69855 2.76784
96 H 2.89417 2.29879 1.21085
97 H 3.66659 3.37846 2.39415
98 H 1.69510 4.13033 2.78160
99 C -2.04547 -0.01211 -4.11016
100 O -0.72548 0.50122 -4.26425
101 H -2.69269 0.27868 -4.92328
102 H -1.97586 -1.10025 -4.13567
103 H -2.54476 0.20175 -3.16275
104 H -0.78001 1.43548 -4.49877
105 C 4.95457 -1.11393 0.56308
106 O 6.17403 -1.38988 1.26352
107 H 5.05389 -1.38134 -0.49542
108 H 4.18858 -1.68831 1.07201
109 H 4.74832 -0.04197 0.58819
110 H 6.91178 -0.83190 0.99884
111 C 2.71975 3.44228 -2.17742
112 O 3.56449 3.33012 -3.31040
113 H 3.35864 3.27117 -1.31163
114 H 2.24941 4.43994 -2.10969
115 H 1.90741 2.70852 -2.25583
116 H 4.20788 4.03829 -3.28901
117 C -1.00881 -3.53348 -2.70906
118 O -0.49044 -4.09907 -3.90326
119 H -0.71623 -2.48135 -2.65808
120 H -2.07586 -3.72362 -2.74841
121 H -0.57669 -4.07444 -1.86282
122 H 0.48436 -3.96907 -3.93757
123 C 2.51353 0.22757 -4.08182
124 O 1.62204 -0.76222 -3.54933
125 H 2.73648 0.06828 -5.13384
126 H 2.17612 1.23004 -3.82482
127 H 3.42040 0.17658 -3.48514
128 H 0.72115 -0.42476 -3.73598
129 C -2.05222 3.73908 -2.49443
130 O -1.26368 4.93069 -2.43302
131 H -3.09924 3.90044 -2.75503
132 H -1.65723 3.05041 -3.24325
133 H -2.03654 3.32219 -1.50053
134 H -1.35336 5.39147 -3.27186

Atomic forces in eV per Å
C -1.4 -0.6 -0.3
O 0.6 0.1 0.7
N 0.2 1.5 -0.9
N 0.6 -1.3 0.5
H 0.2 -0.1 0.0
H 0.0 0.1 0.0
H 0.2 0.3 0.1
H -0.4 -0.1 -0.1
C 0.0 1.0 0.5
C 1.2 0.4 -0.8
C -0.4 -0.5 0.7
O -0.1 -0.1 0.0
H -0.2 -0.6 0.0
H -0.3 0.1 -0.2
H -0.1 -0.2 0.0
H -0.6 0.0 0.3
H 0.5 0.1 -0.3
H -0.4 0.2 -0.2
H 0.1 0.1 -0.1
H 0.1 -0.5 0.1
C 0.6 0.0 0.4
C -1.3 0.3 -0.6
C 0.0 -0.1 0.3
O 0.3 -0.1 0.2
H -0.1 0.0 -0.2
H -0.1 0.0 -0.1
H -0.1 0.0 0.0
H 0.0 0.1 0.0
H 0.0 0.3 0.2
H 0.2 -0.4 0.0
H 0.3 0.0 -0.5
H 0.2 -0.2 0.2
C -0.1 0.4 -0.9
C -0.3 -0.1 -0.6
C 1.5 -0.1 0.3
O -0.1 -0.4 0.7
H 0.1 0.1 0.1
H -0.2 -0.6 0.1
H 0.2 0.2 0.5
H 0.1 0.2 0.1
H -0.4 0.2 0.6
H -0.2 0.1 -0.6
H -0.7 -0.2 -0.4
H 0.2 0.0 0.0
C -0.6 -0.5 -0.4
C 0.7 -0.1 1.1
C -0.5 -1.1 -1.1
O -0.4 -0.2 0.6
H 0.2 0.8 0.2
H 0.7 0.0 -0.3
H 0.2 -0.1 0.0
H 0.0 0.2 0.1
H -0.2 -0.1 -0.3
H 0.4 0.3 -0.2
H -0.1 0.7 0.2
H -0.3 0.1 0.2
C -0.2 -0.1 0.2
C -0.4 -0.6 2.4
C 1.2 0.7 -1.0
O -0.2 0.2 -0.6
H 0.0 0.0 -0.8
H -0.7 0.2 -0.3
H 0.6 -0.1 0.1
H 0.1 0.3 -0.4
H -0.1 -0.3 0.3
H -0.2 0.0 0.2
H -0.3 -0.1 0.1
H 0.2 0.0 -0.3
C -0.5 1.3 -1.1
C 0.8 -1.6 1.4
C -0.3 -0.2 -0.2
O -0.6 -0.1 0.2
H -0.2 -0.3 0.2
H 0.4 -0.1 0.1
H -0.4 -0.4 0.5
H -0.2 0.7 -0.1
H 0.1 0.4 -0.3
H 0.2 0.1 -0.1
H 0.2 0.2 -0.2
H 0.3 0.1 -0.2
C 0.4 0.5 -0.3
C 0.0 -1.0 0.5
C -0.2 -0.1 -0.3
O 0.2 0.2 -0.6
H -0.4 0.3 0.3
H 0.0 -0.5 0.4
H 0.3 -0.3 0.0
H -0.2 0.3 -0.2
H -0.3 0.4 0.2
H -0.2 0.5 -0.1
H 0.5 -0.2 0.1
H 0.0 0.0 0.0
C 0.1 0.1 -0.7
O 0.0 -0.1 0.2
H -0.1 0.2 0.8
H -0.1 0.4 -0.2
H 0.0 -0.3 0.1
H 0.2 -0.3 0.0
C -0.2 -1.0 0.1
O -0.3 0.4 0.0
H -0.2 0.2 -0.3
H 0.2 0.0 -0.1
H 0.4 0.5 0.1
H 0.1 -0.2 0.1
C 1.2 0.6 -0.2
O -0.1 -0.4 0.4
H -0.3 -0.2 0.1
H -0.2 0.1 -0.2
H -0.4 -0.1 0.1
H -0.4 0.1 -0.3
C 0.1 0.6 0.1
O -0.4 -0.3 -0.6
H -0.5 -0.1 0.5
H 0.2 -0.2 0.0
H 0.5 0.0 0.1
H 0.1 0.1 0.0
C 1.0 -0.8 -0.7
O 0.3 0.0 -0.3
H -0.4 0.2 0.3
H -0.2 0.5 0.3
H -0.2 0.2 0.4
H -0.5 0.1 0.1
C 0.4 0.0 1.1
O -0.2 0.4 -0.3
H -0.2 0.1 -0.1
H -0.4 0.1 -0.6
H 0.4 -0.3 -0.2
H 0.2 -0.3 0.0
C 0.0 0.2 -0.2
O -0.3 -0.1 -0.3
H 0.0 0.4 0.0
H 0.2 -0.2 0.2
H 0.1 -0.4 0.2
H 0.0 0.0 -0.1

Summary:
Lowest unoccupied orbital energy = -0.132 eV
HOMO energy = -9.35 eV
HOMO-LUMO gap = 9.21 eV